C30H43N5O3PdSSi3 | ωB97M-V/def2-TZVPD

- Molecular weight: 744.45 g/mol
- LUMO: -3.9 eV
- HOMO level: -6.5406 eV
- Calculated total energy: -3062.97255 a.u.
- Largest force on an atom: 0.0295 hartree/bohr
- ΔE to the lowest compared entry with this formula, charge and spin: 17.8 kcal per mole
- Frontier orbital gap: 2.6447 eV

ORCA input file:
```
! RIJCOSX wB97M-V def2-TZVPD def2/J DEFGRID3
* xyz 0 1
C -0.8591 0.3884 3.9306
H -0.4714 -1.5464 -5.7818
N 2.8648 -0.7368 -0.6301
H 5.3121 0.1935 1.4589
N -1.0763 -1.3969 -0.9493
C -2.6665 -2.8840 -1.8930
H 3.8870 0.4996 3.6709
H 6.7011 -0.8108 -0.3493
Pd 0.7799 -0.7956 -0.6867
C 0.0762 -1.1952 -3.7303
H -0.5098 1.1410 -1.2098
C 1.7494 0.3339 -3.3608
C -3.7198 4.4795 -0.8489
C -1.4930 2.8927 -1.3861
O -6.0783 4.5707 0.1770
H -3.0816 -0.5823 2.1343
H -1.5877 2.8075 1.4514
H -0.2809 -3.6082 -0.0405
H -3.4631 -4.5344 0.9912
N -0.3731 2.0542 -1.6137
H -1.2129 -0.5829 4.2805
C 5.6209 -0.7985 -0.4224
H -1.4454 -2.4933 -3.9797
H 1.3880 -2.1432 4.2375
H -0.3731 4.7207 -1.3921
O -4.6016 6.5048 0.4681
C -2.5959 0.1591 1.4930
C -3.2259 -3.6307 -0.8803
H 2.3581 0.8418 -2.6277
C 2.4696 2.2138 1.7006
C -2.7495 2.3172 -1.2532
C 1.8754 0.6274 -4.6910
H 0.0600 2.6050 0.9040
C -2.8954 -3.7661 0.4687
H 1.1636 0.0975 -6.6574
H -3.1868 -2.9934 -2.8447
C -1.4701 -2.0426 -1.9472
C 4.8509 -0.2347 0.5768
H 3.5339 2.4210 1.8529
N -0.9115 -2.0342 -3.2612
H 1.9103 2.7378 2.4768
Si 0.7809 -2.3452 1.8106
H -2.1943 -3.0905 2.3207
H -2.6608 -0.1733 0.4573
H 0.1276 0.5655 4.3688
S -5.1434 5.5032 -0.4385
H 2.4554 -4.1452 1.7359
H 2.3063 -0.0103 4.2594
C 2.3823 -3.1685 1.2466
C -0.6230 2.3656 1.7147
H 3.0780 -1.7719 -2.4079
Si -0.8396 0.5326 2.0542
H -1.5385 1.1496 4.3275
H 0.8749 -3.7842 3.8188
C 3.0242 -0.1335 3.4438
H -0.3218 -2.5081 4.0494
H -2.8456 1.2349 -1.3338
C 3.4626 -0.2309 0.4689
H -0.2676 2.8732 2.6171
H 3.2837 -2.6062 1.5016
C -1.9458 -3.0182 1.2603
N 0.8967 -0.5904 -2.8737
H 2.5692 1.3878 -5.0179
H -4.8429 2.6733 -0.8437
C 1.0839 -0.0836 -5.5931
H -0.3586 -4.5210 1.4619
H 5.5400 -1.8610 -2.3014
C -0.4881 -3.5254 1.0278
H -4.0586 -4.2421 -1.2093
C 3.6073 -1.3276 -1.5791
H 3.3548 -1.1760 3.4474
H -3.1624 1.0898 1.5752
H 2.3802 -3.3360 0.1673
C 0.6382 -0.5119 1.4033
C -2.4689 5.0631 -1.0185
H -1.9645 -1.9836 0.9292
O -5.5818 6.0334 -1.7214
C 0.1815 -0.9972 -5.1149
H -2.3773 6.1363 -0.9090
C 0.6723 -2.7207 3.6502
C 4.9821 -1.3773 -1.5118
H 0.5125 2.4586 -1.3530
H 2.1779 2.6359 0.7365
Si 2.2561 0.3610 1.8039
C -3.8594 3.1071 -0.9809
C -1.3584 4.2717 -1.2867
*
```